(1)
Density functional theory data (ωB97M-V/def2-TZVPD) for an isolated ion of composition H2O2PS and charge -1.

CARTESIAN COORDINATES (ANGSTROEM)
O: 2.56678 0.16833 0.72052
O: -0.65734 1.62127 1.00172
P: 1.38865 -0.18630 -0.12462
S: 0.38596 1.72707 -0.43675
H: 1.75837 0.10253 -1.59914
H: 0.00911 1.03830 1.49534

Its total charge is -1. For the frontier orbital gap, the calculation gives 7.6 eV. As for the largest force on an atom: 2.5 eV/A. The energy above the lowest of the compared OMol25 structures with the same formula, charge and spin is 39.6 kJ/mol. Its SMILES is [O-]PSO.

(2)
Density functional theory data (ωB97M-V/def2-TZVPD) for a 11-piece molecular cluster, C54H83N4O38S overall.

CARTESIAN COORDINATES (ANGSTROEM)
C: 3.48472 -6.96679 1.07449
C: 2.30245 -7.15153 -0.07235
O: 1.27139 -7.96406 0.19574
O: 2.45702 -6.35387 -1.31394
C: 2.11745 -7.15267 -2.50900
C: 1.87457 -6.08964 -3.77046
C: 0.28403 -5.63651 -3.85622
C: 0.27280 -4.06056 -4.32052
C: -1.10398 -3.24282 -3.83639
C: -0.58327 -1.80076 -3.25755
C: -1.68522 -0.96894 -2.36870
O: -3.05441 -1.15464 -2.95238
C: -3.15329 -0.51602 -4.27291
C: -4.73928 -0.73107 -4.75886
N: -5.57991 -0.71916 -3.50119
C: -6.89883 0.00388 -3.69242
C: -7.30809 0.70711 -2.23639
C: -8.43558 1.92108 -2.43396
O: -6.15374 1.25684 -1.50856
C: -1.75902 -1.75621 -0.89456
O: -1.15697 -2.91911 -0.63351
O: -2.50629 -1.09198 0.22368
N: -1.30117 0.48677 -2.22545
O: -2.29856 1.24066 -1.71436
C: -0.00275 0.68808 -1.47764
C: 0.44255 2.30024 -1.44264
C: 1.72100 2.37689 -0.40542
C: 3.06866 1.59794 -0.91853
C: 3.62806 2.06331 -2.38747
C: 4.72957 3.29513 -2.21381
C: 6.24228 2.89785 -2.72290
S: 6.33024 2.35576 -4.52969
C: 7.83170 1.23705 -4.82281
N: 8.20297 0.65539 -6.19995
N: 9.32203 -0.16411 -6.13731
C: 9.75941 -0.13563 -4.67487
O: 8.85464 0.74547 -3.87371
H: 2.93943 -7.09893 2.12048
H: 4.31507 -7.80408 1.01116
H: 3.96153 -5.88858 1.07862
H: 1.08290 -7.73677 -2.40242
H: 2.98674 -7.87492 -2.83971
H: 2.19001 -6.60938 -4.77237
H: 2.61263 -5.19950 -3.57567
H: -0.23963 -6.24181 -4.73883
H: -0.28920 -5.71514 -2.83550
H: 1.20276 -3.54710 -3.77733
H: 0.48534 -3.93493 -5.47672
H: -1.72778 -3.08858 -4.83209
H: -1.71396 -3.87449 -3.04962
H: 0.36119 -1.95755 -2.54477
H: -0.23860 -1.11502 -4.17002
H: -2.98268 0.64481 -4.27663
H: -2.50515 -1.00565 -5.11515
H: -4.78530 -1.84669 -5.17895
H: -5.07026 0.03191 -5.58506
H: -5.71972 -1.67980 -3.11242
H: -7.75541 -0.78408 -3.94920
H: -6.87989 0.78162 -4.56800
H: -7.82478 -0.09966 -1.53369
H: -7.80744 2.90115 -2.60670
H: -9.15947 2.01346 -1.51664
H: -9.06742 1.64725 -3.39349
H: -5.61961 1.89996 -2.06580
H: -2.33851 2.13236 -2.17216
H: 0.92256 0.12529 -1.92084
H: -0.05358 0.37563 -0.32827
H: 0.70810 2.61959 -2.53867
H: -0.45429 2.94291 -0.98873
H: 2.04602 3.48806 -0.13917
H: 1.42871 1.88562 0.63928
H: 2.96095 0.41070 -0.90985
H: 3.94464 1.83052 -0.14176
H: 4.11371 1.10465 -2.90454
H: 2.79543 2.43168 -3.13756
H: 4.38236 4.27535 -2.79764
H: 4.76710 3.62442 -1.07014
H: 6.89922 3.89053 -2.65867
H: 6.65881 2.10679 -1.96267
H: 10.68139 -0.73944 -4.27275
C: -4.36832 3.68164 0.91760
C: -5.70719 3.29668 1.45820
O: -6.12125 4.45515 2.15720
C: -5.44755 5.50982 1.61179
O: -5.68558 6.68052 1.85769
O: -4.47400 5.08355 0.75507
H: -4.14954 3.19608 -0.03739
H: -3.55622 3.46749 1.62024
H: -6.43247 3.08348 0.66586
H: -5.65263 2.43641 2.13097
C: -3.17429 -2.35016 3.25005
C: -4.21528 -3.27826 2.71341
O: -4.80770 -3.81327 3.88171
C: -4.58612 -2.91543 4.88592
O: -5.10304 -2.97452 5.98909
O: -3.71186 -1.94292 4.49428
H: -3.00925 -1.48790 2.59821
H: -2.21706 -2.85204 3.42584
H: -4.98387 -2.75489 2.13493
H: -3.78626 -4.07311 2.09712
C: -7.75948 8.54352 3.89878
C: -7.43669 8.35452 5.34553
O: -8.43277 9.11442 6.00317
C: -9.48890 9.21284 5.14377
O: -10.58438 9.65538 5.44667
O: -9.15949 8.75070 3.90225
H: -7.49849 7.66921 3.29621
H: -7.27245 9.42730 3.47356
H: -7.52384 7.30923 5.66027
H: -6.43825 8.72037 5.60036
C: 0.87889 -10.65619 2.84769
C: 2.24256 -10.40602 2.29017
O: 3.07298 -10.43648 3.43541
C: 2.41912 -11.17358 4.38030
O: 2.91712 -11.54572 5.42967
O: 1.13634 -11.44050 3.99727
H: 0.23498 -11.19489 2.14712
H: 0.37679 -9.73284 3.15496
H: 2.56296 -11.19348 1.59985
H: 2.31442 -9.43919 1.78447
C: 4.35309 -5.16586 -8.24105
C: 3.19787 -6.08504 -8.00956
O: 2.80471 -5.78603 -6.68361
C: 3.23721 -4.51881 -6.41759
O: 2.92482 -3.87799 -5.42792
O: 4.06361 -4.06233 -7.40358
H: 4.43139 -4.85020 -9.28502
H: 5.30637 -5.60552 -7.92953
H: 2.35857 -5.87936 -8.68229
H: 3.47850 -7.13774 -8.10294
C: 8.13500 3.85993 1.50997
C: 6.88475 4.37971 2.14217
O: 5.88848 3.49244 1.67067
C: 6.51883 2.32766 1.33959
O: 5.94400 1.28942 1.05794
O: 7.87557 2.47614 1.36583
H: 9.01734 4.02596 2.13410
H: 8.31329 4.29118 0.51936
H: 6.91619 4.32746 3.23560
H: 6.66270 5.40737 1.84170
C: 2.60676 -2.15543 1.22128
C: 1.26790 -2.54039 1.76188
O: 0.85384 -1.38192 2.46089
C: 1.52754 -0.32725 1.91548
O: 1.28951 0.84345 2.16138
O: 2.50109 -0.75352 1.05875
H: 2.82555 -2.64099 0.26629
H: 3.41887 -2.36958 1.92392
H: 0.54262 -2.75359 0.96954
H: 1.32246 -3.40066 2.43465
C: 8.23419 -3.65125 -2.36593
C: 7.45756 -2.38776 -2.54877
O: 6.35308 -2.55613 -1.68051
C: 6.73346 -3.45243 -0.72364
O: 6.08849 -3.70275 0.28088
O: 7.92956 -4.03088 -1.03701
H: 9.31015 -3.50020 -2.48897
H: 7.90626 -4.44569 -3.04447
H: 8.02085 -1.50190 -2.23692
H: 7.12254 -2.25087 -3.58061
C: -0.07792 3.56642 5.51357
C: 0.71491 3.43161 4.25410
O: 1.28034 4.71778 4.08626
C: 1.31907 5.29854 5.32112
O: 1.89918 6.34125 5.57394
O: 0.62513 4.55999 6.23571
H: -0.12080 2.63247 6.08061
H: -1.09835 3.91858 5.32977
H: 1.52362 2.69886 4.34553
H: 0.09099 3.16712 3.39595
C: -7.87792 11.04877 9.74886
C: -7.08509 10.91396 8.48940
O: -6.51966 12.20014 8.32156
C: -6.48093 12.78090 9.55642
O: -5.90082 13.82360 9.80923
O: -7.17487 12.04234 10.47100
H: -7.92080 10.11482 10.31590
H: -8.89835 11.40093 9.56506
H: -6.27638 10.18121 8.58083
H: -7.70901 10.64948 7.63124

Its total charge is -1. For the frontier orbital gap, the calculation gives 6.0 eV. As for the largest force on an atom: 8.2 eV/A.

(3)
Density functional theory data (ωB97M-V/def2-TZVPD) for C3H2AuFO as an isolated structure.

CARTESIAN COORDINATES (ANGSTROEM)
H: -1.41548 0.20522 -1.42560
O: 0.14876 0.94549 -0.07569
C: -1.11690 -0.05574 -0.40149
C: -0.15364 -1.11024 -0.16499
C: 0.85926 -0.22520 0.21100
F: -2.21946 0.07332 0.40513
H: -0.24942 -2.17204 0.04826
Au: 2.74889 0.34863 0.02234

For the frontier orbital gap (alpha / beta), the calculation gives 6.2 / 6.0 eV. As for the largest force on an atom: 4.2 eV/A. The energy above the lowest of the compared OMol25 structures with the same formula, charge and spin is 32.2 kJ/mol. The multiplicity is 3.

(4)
Density functional theory data (ωB97M-V/def2-TZVPD) for one molecule with the formula C7H15NO.

CARTESIAN COORDINATES (ANGSTROEM)
C: -0.28708 -0.22412 0.32871
C: -1.38160 1.15850 -1.57214
C: -0.08548 0.71350 -0.89005
C: -0.80013 -1.60051 -0.11565
C: 2.26595 -0.64095 0.19832
C: 1.04561 -0.42651 1.04501
N: -1.24968 0.30763 1.28518
C: 1.11601 -0.45013 2.36619
O: -1.13113 1.90296 -2.74224
H: -0.57122 2.65483 -2.51841
H: -1.00616 1.25649 1.54578
H: -2.18175 0.30824 0.88974
H: -1.96153 0.29612 -1.90699
H: -2.00033 1.75040 -0.88002
H: 0.52797 0.21351 -1.63998
H: 0.44979 1.60862 -0.55221
H: -0.11391 -2.06402 -0.81814
H: -0.89649 -2.23859 0.75851
H: -1.77543 -1.51488 -0.58816
H: 2.08498 -1.39129 -0.56848
H: 3.09417 -0.97430 0.81822
H: 2.56509 0.28158 -0.29762
H: 2.04934 -0.61681 2.87762
H: 0.24299 -0.31027 2.97682

For the frontier orbital gap, the calculation gives 10.0 eV. As for the largest force on an atom: 0.5 eV/A. The energy above the lowest of the compared OMol25 structures with the same formula, charge and spin is 133.9 kJ/mol. Its SMILES is C=C(C)[C@@](C)(N)CCO.

(5)
Density functional theory data (ωB97M-V/def2-TZVPD) for C17H37BrFN2O6PSSi2 as an isolated structure.

CARTESIAN COORDINATES (ANGSTROEM)
C: -1.57833 -3.86833 1.18771
C: -2.08872 -4.52046 0.02738
C: -2.60132 -5.07112 -1.46542
C: -2.59923 -3.75139 -2.49312
C: -1.00479 -3.49813 -2.86153
Si: -0.74753 -1.96186 -4.05889
C: 0.75093 -0.86258 -3.55998
C: 1.56493 -1.38706 -2.21321
C: 2.51579 -0.14876 -1.61962
F: 2.71766 -0.33795 -0.14112
O: -2.24220 -1.09875 -4.37740
Si: -2.65088 0.04805 -3.11540
Br: -1.73025 -0.36850 -1.06780
C: -2.29878 1.81709 -3.81774
C: -3.20356 2.90564 -2.97270
C: -2.26463 3.75544 -1.92105
S: -2.43638 5.63336 -2.09190
P: -0.18009 -2.89279 -6.01773
O: -1.55214 -3.01841 -6.84175
O: 0.67008 -4.40127 -5.83232
O: 0.75327 -1.65247 -6.87023
H: -0.95891 -3.38785 2.07283
H: -3.65270 -5.57957 -1.39138
H: -1.77581 -5.86956 -1.78923
H: -3.26612 -3.94925 -3.44413
H: -3.04873 -2.87099 -1.86699
H: -0.35022 -3.43478 -1.89370
H: -0.65477 -4.49143 -3.42370
H: 1.55862 -0.89774 -4.43849
H: 0.51445 0.27100 -3.39346
H: 0.86723 -1.71583 -1.33361
H: 2.28731 -2.29596 -2.42809
H: 3.55141 -0.12493 -2.17627
H: 1.93007 0.86732 -1.74345
H: -4.12280 -0.03490 -2.94202
H: -2.74228 1.82308 -4.92574
H: -1.16514 2.09200 -3.90962
H: -3.98126 2.26532 -2.33653
H: -3.85872 3.59455 -3.69013
H: -1.15147 3.42421 -2.11630
H: -2.64986 3.48846 -0.83642
H: -2.25083 5.95168 -3.45104
H: 1.60933 -4.21306 -6.17779
H: 1.71094 -1.96566 -6.81074
C: 2.62059 0.12430 2.77783
C: 3.16600 0.45330 4.13930
O: 3.30136 1.61257 4.52557
N: 3.51642 -0.57929 4.95793
C: 3.43572 -1.99594 4.69483
H: 2.38762 1.05024 2.24438
H: 3.36548 -0.42922 2.20003
H: 1.70138 -0.45966 2.87403
H: 3.87480 -0.27587 5.85629
H: 2.79041 -2.44518 5.45375
H: 4.44088 -2.41515 4.78527
H: 3.03789 -2.21424 3.70280
C: -0.62937 4.36817 7.69304
C: -0.25202 5.01029 6.38743
O: -0.78457 6.04499 5.99092
N: 0.71312 4.41225 5.63242
C: 1.45206 3.20594 5.91775
H: -1.41013 4.96028 8.17885
H: -1.01839 3.36189 7.51652
H: 0.23887 4.33062 8.35633
H: 0.91027 4.90497 4.76875
H: 2.51531 3.45731 5.94007
H: 1.26844 2.49639 5.10714
H: 1.16427 2.75522 6.86858

For the frontier orbital gap, the calculation gives 8.5 eV. As for the largest force on an atom: 10.0 eV/A.

(6)
Density functional theory data (ωB97M-V/def2-TZVPD) for one molecule with the formula CHClF2.

CARTESIAN COORDINATES (ANGSTROEM)
C: -0.05594 -0.01481 0.01983
H: -0.19371 -0.01577 1.14707
F: -0.70190 -1.11323 -0.42286
F: -0.66867 1.14697 -0.41419
Cl: 1.62022 -0.00316 -0.32985

For the frontier orbital gap, the calculation gives 12.9 eV. As for the largest force on an atom: 3.5 eV/A. The energy above the lowest of the compared OMol25 structures with the same formula, charge and spin is 0.0 kJ/mol. Its SMILES is FC(F)Cl.